Below is a cluster of 5 separate species, C30H90N15O5P5 in total, with properties calculated with ωB97M-V/def2-TZVPD.

## Properties
Energy: -111595.2430 eV
Charge: +1
2S+1: 2
Lowest unoccupied orbital energy (spin up / spin down): -2.15 / -7.02 eV
Relative energy (zero: lowest compared OMol25 entry of this formula, charge and spin): 60.1 kJ/mol
Frontier orbital gap (spin up / spin down): 0.2625 / 0.0836 hartree
⟨S²⟩: 0.761

Each line ends with the Mulliken charge.
Element x y z (Å)
O -0.18158 -2.43062 0.16947  -0.883
P -0.14072 -0.97533 -0.24706  0.031
N 0.08978 -0.78383 -1.88337  0.286
C -0.38958 0.37059 -2.69993  -0.509
C 0.53020 -2.02952 -2.75288  -0.833
N 1.27221 -0.19146 0.37494  0.326
C 2.02370 -0.85855 1.41321  -0.281
C 1.42672 1.33767 0.21537  -0.875
N -1.53705 -0.06500 0.21867  0.792
C -1.52315 0.40624 1.62266  -1.026
C -2.87315 -0.54860 -0.25237  -1.630
H 0.25328 1.23974 -2.56068  -0.227
H -1.33846 0.67341 -2.25718  0.233
H -0.71355 0.11216 -3.70807  0.536
H 0.38138 -1.77310 -3.80179  0.389
H -0.16371 -2.84796 -2.56118  0.298
H 1.53384 -2.30869 -2.43219  0.142
H 2.55126 -1.68321 0.93392  -0.440
H 2.70401 -0.24749 2.00642  0.360
H 1.25469 -1.28140 2.05967  0.335
H 0.54580 1.83408 0.62238  0.238
H 2.40091 1.53685 0.66189  0.461
H 1.43343 1.60565 -0.84115  0.198
H -2.23000 -0.24885 2.13189  0.344
H -0.60751 0.14919 2.15524  0.137
H -1.66820 1.48616 1.65107  0.194
H -3.65151 0.20286 -0.11983  0.529
H -3.27334 -1.41963 0.26654  0.387
H -2.74986 -0.85899 -1.28994  0.449
O -1.52640 4.73091 -3.57773  -0.832
P -0.89690 5.68389 -2.62842  0.437
N -1.58578 5.53432 -0.96428  0.343
C -2.81682 6.08336 -0.66020  -1.029
C -1.18023 4.38257 -0.16729  -1.165
N -1.08587 7.37785 -3.06701  0.127
C -2.33713 7.62504 -3.79196  -1.167
C -0.46543 8.52784 -2.46989  -0.794
N 0.79938 5.28532 -2.36638  0.421
C 1.49500 4.28968 -3.21294  -1.015
C 1.67417 6.06291 -1.59377  -1.456
H -3.61685 5.56844 -1.19208  0.352
H -2.75843 7.17123 -0.69502  0.211
H -3.09195 6.06562 0.39435  0.388
H -1.66828 3.45219 -0.45765  0.437
H -1.27690 4.58391 0.89958  0.440
H -0.10807 4.33611 -0.35813  0.130
H -2.97654 8.35778 -3.29970  0.367
H -1.95469 8.08671 -4.70229  0.393
H -3.01122 6.79422 -4.00043  0.333
H 0.53332 8.36194 -2.06605  0.209
H -0.62019 9.38614 -3.12370  0.357
H -1.00179 8.79751 -1.56010  0.299
H 1.24276 3.28437 -2.87555  0.088
H 1.36370 4.34586 -4.29355  0.313
H 2.55122 4.44727 -2.99468  0.455
H 1.20516 6.56772 -0.74921  0.451
H 2.23725 6.80190 -2.16381  0.389
H 2.41460 5.53276 -0.99477  0.469
O 4.30418 1.18197 4.21250  -0.892
P 3.84909 2.20543 5.16448  0.200
N 2.14319 2.17962 5.21200  0.519
C 1.38626 3.38780 5.47309  -0.988
C 1.41060 0.99188 5.32685  -0.827
N 4.51402 3.64159 4.67634  0.344
C 5.27986 4.53987 5.61091  -1.162
C 4.43413 4.00110 3.25407  -0.959
N 4.19520 1.86863 6.74446  0.315
C 3.82717 2.77575 7.79082  -1.101
C 4.71625 0.60176 7.21946  -0.963
H 1.68435 3.57348 6.50496  0.337
H 0.29972 3.31370 5.42785  0.388
H 1.77573 4.13896 4.78594  0.160
H 2.04990 0.14341 5.57074  0.284
H 0.96933 0.68690 4.37798  -0.062
H 0.63298 1.04766 6.08863  0.472
H 5.84241 4.03547 6.39655  0.319
H 6.04270 5.00923 4.98972  0.320
H 4.48509 5.15727 6.02953  0.414
H 4.19363 3.22719 2.52515  0.230
H 3.66845 4.76003 3.09328  0.384
H 5.29614 4.62538 3.01889  0.299
H 2.74178 2.67703 7.80771  0.319
H 4.19088 2.42710 8.75739  0.432
H 4.21093 3.76195 7.52959  0.239
H 4.44382 -0.07733 6.41155  0.265
H 4.47383 0.19922 8.20297  0.385
H 5.80496 0.55579 7.24572  0.352
O 6.89433 -5.76913 -2.42159  -0.738
P 5.83526 -6.34960 -1.50897  0.423
N 4.75861 -5.17763 -0.99830  0.351
C 3.57060 -5.39477 -0.20306  -1.188
C 4.77355 -3.76558 -1.44172  -0.808
N 6.47774 -6.99934 -0.02491  0.133
C 7.56722 -7.98985 -0.18842  -1.076
C 5.96120 -7.00225 1.35762  -1.045
N 4.83452 -7.60787 -2.23715  0.269
C 3.69469 -8.26010 -1.55537  -0.754
C 5.04457 -8.08907 -3.62708  -0.993
H 3.67054 -6.19655 0.52855  0.361
H 2.68876 -5.41781 -0.84332  0.419
H 3.32746 -4.49063 0.35506  0.362
H 5.73335 -3.30120 -1.66808  0.375
H 4.13150 -3.08032 -0.88828  0.121
H 4.23900 -3.69409 -2.38894  0.402
H 7.31368 -8.99060 0.16128  0.407
H 7.83920 -8.14820 -1.23200  0.330
H 8.44522 -7.62844 0.34693  0.407
H 6.83048 -7.33725 1.92351  0.371
H 5.81868 -5.93083 1.49857  0.473
H 5.21177 -7.68064 1.76534  0.256
H 3.99414 -8.70138 -0.60474  0.295
H 2.84754 -7.60497 -1.35220  0.256
H 3.29750 -9.02600 -2.22151  0.413
H 5.37402 -9.11833 -3.48492  0.454
H 5.96586 -7.66090 -4.02204  0.342
H 4.20014 -7.92451 -4.29638  0.357
O -7.31694 -0.92425 -4.38299  -0.866
P -7.75266 -1.44895 -2.99859  0.374
N -7.59470 -3.11105 -2.73226  0.247
C -6.39385 -3.59224 -2.04394  -0.959
C -8.04904 -4.10641 -3.70172  -0.990
N -9.40109 -1.23331 -2.71514  0.420
C -10.18791 -0.25043 -3.43878  -1.153
C -10.16581 -2.05481 -1.75161  -1.135
N -6.97053 -0.66182 -1.74250  0.284
C -5.67190 -0.00677 -1.99852  -1.217
C -7.25424 -0.72511 -0.31604  -0.997
H -6.34810 -4.62735 -1.70550  0.376
H -6.33168 -2.99569 -1.13380  0.148
H -5.64590 -3.45529 -2.82493  0.383
H -7.38133 -4.19862 -4.55831  0.301
H -8.95569 -3.59103 -4.01869  0.349
H -8.15497 -5.08610 -3.23579  0.308
H -9.69233 0.60717 -3.89378  0.295
H -10.78947 -0.75238 -4.19659  0.323
H -10.83146 0.34978 -2.79558  0.380
H -10.90977 -2.72421 -2.18348  0.332
H -9.55248 -2.73888 -1.16511  0.356
H -10.74989 -1.43693 -1.06959  0.343
H -5.96541 0.66680 -2.80366  0.360
H -5.29543 0.50440 -1.11247  0.535
H -4.87844 -0.68414 -2.31425  0.238
H -7.29779 0.30647 0.03333  0.442
H -6.39551 -1.01522 0.28936  0.385
H -8.17036 -1.24137 -0.02914  0.220


Below is a cluster of 12 separate species, C30H90N6O12 in total, with properties calculated with ωB97M-V/def2-TZVPD.

## Properties
Energy: -66070.7467 eV
SMILES: COC[C@H](C)N.COC[C@H](C)N.COC[C@H](C)N.COC[C@H](C)N.COC[C@H](C)N.COC[C@H](C)N.CO.CO.CO.CO.CO.CO
2S+1: 1
Lowest unoccupied orbital energy: 0.21 eV
Relative energy (zero: lowest compared OMol25 entry of this formula, charge and spin): 497.7 kJ/mol
Frontier orbital gap: 0.3401 hartree

Each line ends with the Mulliken charge.
Element x y z (Å)
C 10.62653 -2.53948 0.26070  -0.792
O 10.07081 -2.64718 1.52823  -0.314
C 8.68594 -3.10500 1.42338  -0.704
C 8.21637 -3.32858 2.90943  0.334
C 6.73699 -3.71559 2.85901  -1.477
N 8.37286 -2.22286 3.76964  -0.701
H 10.12396 -1.90490 -0.46925  0.313
H 10.62322 -3.54267 -0.16558  0.308
H 11.64688 -2.16414 0.18252  0.283
H 8.13506 -2.27034 0.98982  0.336
H 8.59567 -4.00159 0.81013  0.435
H 8.88141 -4.05638 3.37432  0.326
H 6.12779 -2.90385 2.46144  0.344
H 6.38315 -3.81253 3.88541  0.391
H 6.53825 -4.65097 2.33587  0.375
H 7.85741 -1.39548 3.50534  0.225
H 9.34580 -1.97040 3.67085  0.316
C -14.11299 -2.93731 0.26375  -0.785
O -12.72937 -2.59309 0.06068  -0.333
C -12.12913 -2.26306 1.30070  -0.676
C -11.00070 -1.25179 1.01243  0.153
C -10.15847 -1.12948 2.35096  -1.293
N -11.62025 0.01451 0.60385  -0.702
H -14.28289 -3.69086 1.03277  0.310
H -14.54687 -3.31405 -0.66248  0.296
H -14.84519 -2.13728 0.37307  0.307
H -12.77766 -1.78285 2.03343  0.353
H -11.81043 -3.26498 1.58826  0.388
H -10.37120 -1.60225 0.19448  0.378
H -9.31485 -0.46101 2.17899  0.347
H -9.76172 -2.11186 2.60710  0.340
H -10.81862 -0.79277 3.15030  0.326
H -12.22728 0.25093 1.37567  0.286
H -12.22196 -0.27697 -0.15316  0.306
C -2.35828 -10.35646 -3.10857  -0.693
O -3.25267 -9.50605 -3.75749  -0.340
C -2.78252 -8.21103 -4.01126  -0.641
C -2.73120 -7.35057 -2.67407  0.570
C -4.10154 -6.91693 -2.17164  -1.333
N -1.86377 -6.19949 -2.90753  -0.773
H -2.86456 -11.31312 -2.97980  0.242
H -2.21180 -9.99107 -2.09214  0.280
H -1.41041 -10.41054 -3.64402  0.300
H -1.78340 -8.29542 -4.43877  0.329
H -3.28960 -7.68478 -4.81997  0.344
H -2.22323 -7.90214 -1.88298  0.231
H -3.89251 -6.43406 -1.21705  0.337
H -4.70737 -7.78131 -1.89973  0.323
H -4.68944 -6.29146 -2.84340  0.296
H -0.94581 -6.51301 -3.18890  0.245
H -1.56853 -5.99179 -1.96424  0.283
C 2.24666 7.28812 0.60162  -0.730
O 1.91086 8.29665 1.56963  -0.294
C 0.91778 7.88483 2.54370  -0.665
C 0.74422 9.02774 3.55775  0.507
C 2.07631 9.37204 4.23870  -1.294
N -0.28838 8.71352 4.53510  -0.737
H 2.56623 6.37772 1.10872  0.291
H 3.10911 7.58568 0.00519  0.266
H 1.51033 7.13854 -0.18801  0.283
H -0.04018 7.60522 2.10525  0.345
H 1.36540 7.04859 3.08078  0.344
H 0.43273 9.94760 3.06284  0.221
H 2.71775 9.93755 3.56280  0.320
H 2.66625 8.47689 4.43561  0.267
H 1.95666 9.85379 5.20912  0.372
H -1.14954 8.54403 4.03530  0.241
H -0.46648 9.54309 5.08300  0.266
C 4.41244 -6.11250 -3.72127  -0.792
O 3.71725 -5.03701 -4.41232  -0.311
C 4.22348 -3.74332 -4.01259  -0.636
C 3.64009 -2.65329 -4.96046  0.468
C 4.21481 -2.81770 -6.41881  -1.398
N 3.81938 -1.29334 -4.46924  -0.736
H 4.27119 -6.01515 -2.64485  0.319
H 5.49280 -6.20928 -3.82871  0.318
H 3.95718 -7.07343 -3.96100  0.270
H 4.01533 -3.52297 -2.96559  0.365
H 5.31201 -3.73051 -4.06771  0.320
H 2.56933 -2.84019 -5.04198  0.238
H 3.68472 -2.17738 -7.12387  0.384
H 4.10964 -3.81830 -6.83812  0.316
H 5.27461 -2.56294 -6.42161  0.355
H 3.42781 -0.68375 -5.17293  0.258
H 3.28876 -1.26275 -3.61041  0.260
C 8.15955 6.90718 2.22302  -0.657
O 8.93280 5.74416 2.59885  -0.361
C 8.24711 4.48961 2.46048  -0.521
C 7.16189 4.37096 3.53596  0.619
C 7.74447 4.35627 4.95138  -1.485
N 6.34358 3.20080 3.42433  -0.685
H 7.87740 6.77861 1.17806  0.286
H 8.76286 7.80730 2.34092  0.251
H 7.24718 6.96318 2.81678  0.268
H 7.76304 4.51098 1.48409  0.292
H 9.02766 3.72879 2.45897  0.296
H 6.48938 5.22865 3.52275  0.100
H 8.31163 5.26407 5.15711  0.313
H 8.44883 3.53487 5.08289  0.330
H 6.94782 4.27712 5.69111  0.436
H 5.79840 3.23787 4.27374  0.272
H 5.66106 3.30489 2.68714  0.248
C -4.30142 4.35582 6.43624  -0.515
O -2.85982 4.42040 6.52822  -0.485
H -4.69881 4.48923 5.43007  0.245
H -4.65313 3.46363 6.95433  0.218
H -4.69920 5.22928 6.95289  0.237
H -2.68561 5.35963 6.43280  0.298
C -4.14418 -2.07074 -7.53051  -0.499
O -3.48686 -1.51624 -6.35641  -0.490
H -4.88070 -2.84677 -7.32216  0.244
H -4.65942 -1.25861 -8.04342  0.208
H -3.39971 -2.53122 -8.17999  0.243
H -3.28121 -2.25231 -5.77546  0.292
C -6.58830 4.50248 -1.89553  -0.479
O -7.32064 4.51777 -0.70508  -0.508
H -7.16188 4.94483 -2.71003  0.235
H -5.61980 4.99893 -1.83511  0.214
H -6.41284 3.45111 -2.12340  0.229
H -8.07957 3.93650 -0.79304  0.309
C -1.37362 1.22611 -0.04569  -0.455
O -0.17290 0.49814 0.36764  -0.506
H -2.14076 1.26876 0.72747  0.232
H -1.02675 2.16357 -0.48036  0.200
H -1.75893 0.66042 -0.89401  0.235
H -0.45264 -0.23106 0.92586  0.293
C -1.25008 4.19983 -6.48602  -0.459
O -0.74496 3.08344 -7.18874  -0.500
H -1.72200 3.93165 -5.54079  0.242
H -0.39497 4.84541 -6.28572  0.194
H -1.89734 4.75940 -7.16131  0.215
H -1.28135 2.32346 -6.95144  0.309
C -2.22833 -2.69921 4.53003  -0.479
O -1.70094 -3.28267 3.35275  -0.490
H -3.30328 -2.87510 4.48943  0.242
H -1.86808 -3.28230 5.37756  0.228
H -2.02579 -1.63335 4.63496  0.211
H -1.91725 -4.21796 3.36028  0.289